Formula: C36H72O16S6
Source: the OMol25 dataset
Level of theory: ωB97M-V/def2-TZVPD

Element x y z (Å)
O -21.17 10.79 -25.50
S -19.92 10.08 -25.26
O -18.79 10.80 -24.75
C -20.34 8.54 -24.35
C -19.89 7.36 -25.27
C -20.08 7.83 -26.71
C -19.34 9.15 -26.77
H -21.42 8.59 -24.31
H -20.04 8.56 -23.31
H -18.88 7.05 -25.00
H -20.60 6.54 -25.12
H -21.14 7.91 -26.96
H -19.62 7.00 -27.25
H -19.44 9.73 -27.69
H -18.29 9.03 -26.53
O -13.96 12.28 -17.16
S -15.14 12.57 -17.91
O -16.09 11.49 -18.27
C -16.08 13.97 -17.16
C -15.75 15.26 -18.02
C -15.48 14.82 -19.46
C -14.54 13.56 -19.43
H -15.82 13.98 -16.10
H -17.13 13.70 -17.25
H -16.41 16.12 -17.90
H -14.80 15.64 -17.65
H -15.06 15.59 -20.11
H -16.45 14.59 -19.91
H -13.56 13.90 -19.07
H -14.50 12.93 -20.32
O -14.06 7.97 -6.80
S -14.99 7.04 -7.44
O -15.41 5.79 -6.77
C -16.44 8.04 -7.98
C -17.00 7.39 -9.27
C -15.85 6.85 -10.11
C -14.54 6.79 -9.24
H -16.18 9.08 -8.16
H -17.08 8.09 -7.10
H -17.65 6.58 -8.93
H -17.64 8.03 -9.87
H -15.73 7.33 -11.08
H -16.18 5.89 -10.48
H -14.04 7.72 -9.51
H -13.89 5.92 -9.34
O -21.68 16.14 -12.85
S -21.54 15.44 -11.60
O -21.04 14.07 -11.62
C -20.67 16.42 -10.22
C -21.79 16.95 -9.32
C -22.89 15.91 -9.32
C -23.20 15.43 -10.75
H -20.07 17.18 -10.72
H -20.08 15.75 -9.60
H -21.54 17.15 -8.28
H -22.30 17.80 -9.78
H -23.71 16.40 -8.79
H -22.62 15.00 -8.78
H -23.67 16.30 -11.19
H -23.77 14.53 -10.95
O -28.12 7.80 -9.21
S -27.03 8.76 -8.94
O -26.43 9.45 -10.08
C -27.46 10.06 -7.67
C -26.27 10.16 -6.68
C -25.06 9.29 -7.13
C -25.64 8.10 -7.91
H -28.30 9.60 -7.14
H -27.65 11.05 -8.09
H -25.98 11.21 -6.60
H -26.64 9.81 -5.72
H -24.49 8.98 -6.25
H -24.31 9.81 -7.73
H -26.01 7.49 -7.08
H -24.94 7.49 -8.48
O -29.33 1.08 -16.92
S -30.14 2.16 -17.51
O -31.56 2.06 -17.51
C -29.54 3.79 -16.80
C -28.54 4.39 -17.84
C -29.02 3.89 -19.20
C -29.60 2.46 -19.19
H -29.21 3.59 -15.78
H -30.39 4.48 -16.76
H -28.44 5.47 -17.83
H -27.57 3.94 -17.59
H -28.22 4.08 -19.91
H -29.87 4.54 -19.40
H -28.85 1.75 -19.53
H -30.52 2.22 -19.72
C -11.57 5.93 -21.73
C -13.03 5.89 -21.93
C -13.87 5.06 -20.99
O -13.53 6.46 -22.88
H -11.39 6.73 -21.01
H -10.99 6.22 -22.61
H -11.21 4.98 -21.34
H -13.42 5.04 -20.00
H -13.98 4.12 -21.53
H -14.85 5.46 -20.76
C -22.83 -1.56 -16.53
C -21.61 -2.31 -16.99
C -21.69 -3.80 -16.79
O -20.64 -1.84 -17.60
H -23.29 -1.08 -17.39
H -22.51 -0.74 -15.88
H -23.61 -2.08 -15.99
H -22.48 -4.21 -17.42
H -21.85 -3.92 -15.72
H -20.76 -4.32 -17.04
C -14.68 -1.37 -10.72
C -14.87 -0.42 -11.88
C -16.28 -0.40 -12.50
O -13.95 0.37 -12.20
H -13.71 -1.25 -10.24
H -14.75 -2.34 -11.21
H -15.39 -1.32 -9.89
H -17.11 -0.12 -11.86
H -16.46 -1.39 -12.92
H -16.34 0.29 -13.34
C -21.60 6.84 -14.74
C -21.04 5.45 -15.02
C -20.71 5.15 -16.45
O -21.11 4.54 -14.20
H -20.85 7.60 -14.91
H -21.90 7.04 -13.71
H -22.56 6.92 -15.27
H -20.11 4.28 -16.70
H -20.25 6.02 -16.92
H -21.67 4.86 -16.88

structure (SMILES) = O=S1(=O)CCCC1.O=S1(=O)CCCC1.O=S1(=O)CCCC1.O=S1(=O)CCCC1.O=S1(=O)CCCC1.O=S1(=O)CCCC1.CC(C)=O.CC(C)=O.CC(C)=O.CC(C)=O
total energy = -136264.164 eV
LUMO energy = 0.19 eV
largest force on an atom = 3.64 eV/A